Formula: C2H5NO2PS
Source: the OMol25 dataset
Level of theory: ωB97M-V with the def2-TZVPD basis set

Bonds (Å) are listed after each position.
Element x y z (Å)
1 C -1.0682 1.1746 0.0780  N3 1.321, H8 1.146, H9 1.042
2 C 0.9037 -0.7746 0.3186  O5 1.417, H10 1.030, H11 0.996
3 N -2.0160 0.2579 -0.0052  C1 1.321, O4 1.445, P6 1.854
4 O -2.5136 -0.1083 -1.3113  N3 1.445, P6 1.680
5 O 0.1329 -1.5165 -0.6099  C2 1.417, H12 0.980
6 P -3.8352 0.3040 -0.3595  N3 1.854, O4 1.680, S7 1.988
7 S -4.6522 -1.3931 0.2765  P6 1.988
8 H -0.7297 1.4783 1.1303  C1 1.146
9 H -0.7969 1.8587 -0.6594  C1 1.042
10 H 0.9573 -1.1606 1.2719  C2 1.030
11 H 1.8374 -0.7304 -0.0247  C2 0.996
12 H -0.6818 -1.5112 -0.0652  O5 0.980

## Properties
- Energy relative to the best compared isomer or geometry (same formula, charge and spin): 124.4 kcal per mole
- Spin multiplicity: 1
- HOMO (spin up / spin down): -0.15016 / -0.09211 Ha
- Calculated total energy: -27860.486 eV
- Molar mass: 138.108 g/mol
- HOMO-LUMO gap (spin up / spin down): 7.99 / 6.41 eV
- Lowest unoccupied orbital energy (spin up / spin down): 3.9 / 3.9 eV
- Charge: -1